(1)
The following is a quantum chemistry calculation of a molecular structure, C41H37NOP2Ti at a distorted geometry, from OMol25.

Cartesian coordinates (Å):
C 0.627 -1.267 -2.426
C -0.450 -1.679 -1.624
C -1.723 -1.827 -2.215
C -1.891 -1.621 -3.590
C -0.796 -1.286 -4.392
C 0.467 -1.153 -3.804
P -0.115 -2.099 0.134
C -1.365 -3.380 0.538
C -2.570 -3.019 1.184
C -3.565 -3.970 1.427
C -3.382 -5.297 1.014
C -2.193 -5.664 0.377
C -1.181 -4.721 0.167
Ti 0.012 0.006 1.552
P 0.209 1.938 -0.060
C -1.176 1.902 -1.268
C -0.952 2.155 -2.631
C -2.015 2.136 -3.538
C -3.307 1.830 -3.096
C -3.531 1.517 -1.749
C -2.482 1.589 -0.830
C -0.045 3.339 1.085
C 0.784 3.458 2.225
C 0.522 4.425 3.198
C -0.557 5.302 3.037
C -1.385 5.196 1.914
C -1.122 4.228 0.938
C 1.796 2.228 -0.907
C 2.846 1.283 -0.838
C 4.025 1.495 -1.556
C 4.181 2.655 -2.331
C 3.167 3.619 -2.360
C 1.980 3.407 -1.653
C 1.518 -2.958 0.120
C 1.967 -3.716 -0.978
C 3.243 -4.294 -0.983
C 4.094 -4.140 0.116
C 3.668 -3.375 1.211
C 2.396 -2.798 1.215
H 1.635 2.782 2.353
H 1.162 4.505 4.083
H -0.759 6.061 3.789
H -2.239 5.870 1.790
H -1.747 4.161 0.046
H 0.056 2.389 -2.980
H -1.822 2.356 -4.587
H -4.133 1.853 -3.800
H -4.527 1.229 -1.419
H -2.680 1.406 0.230
H 2.739 0.385 -0.214
H 4.831 0.758 -1.518
H 5.087 2.804 -2.920
H 3.292 4.541 -2.931
H 1.186 4.161 -1.674
H 1.336 -3.832 -1.861
H 3.584 -4.861 -1.856
H 5.087 -4.593 0.111
H 4.346 -3.224 2.058
H 2.095 -2.188 2.071
H -2.727 -1.987 1.495
H -4.487 -3.685 1.939
H -4.159 -6.039 1.192
H -2.048 -6.697 0.048
H -0.244 -5.032 -0.299
H -2.585 -2.110 -1.610
H -2.878 -1.728 -4.037
H -0.925 -1.129 -5.458
H 1.352 -0.943 -4.403
H 1.611 -1.057 -1.994
H 0.265 1.031 -5.383
H 0.888 0.948 -4.929
O -1.723 0.194 2.173
N -0.992 0.530 3.341
C -1.536 1.248 4.344
C -0.778 1.397 5.525
C 0.468 0.763 5.668
C 0.911 -0.107 4.673
C 0.115 -0.328 3.530
H -2.518 1.673 4.202
H -1.175 2.045 6.312
H 1.028 0.974 6.574
H 1.877 -0.624 4.731
H 0.031 -1.343 2.972

Values from the calculation:
- net charge = +2
- multiplicity = 3
- E_HOMO (alpha / beta) (eV) = -13.48 / -13.74

(2)
The following is a quantum chemistry calculation of a molecular structure, C41H38AsB2N6O2PPt, from OMol25.

Cartesian coordinates (Å):
Pt -1.609 0.689 -1.635
C -3.116 4.337 -3.343
C -2.092 3.416 -3.132
N -2.572 2.302 -2.592
N -3.906 2.481 -2.427
C -4.244 3.696 -2.876
B -4.902 1.325 -2.131
N -4.378 0.435 -0.960
C -4.796 0.363 0.354
C -4.213 -0.671 0.979
C -3.461 -1.422 -0.084
N -3.457 -0.510 -1.220
N -5.072 0.473 -3.380
C -6.229 -0.080 -3.806
C -5.950 -0.841 -4.916
C -4.561 -0.682 -5.090
N -4.038 0.101 -4.161
H -3.040 5.324 -3.763
H -1.039 3.510 -3.341
H -5.272 4.015 -2.843
H -5.966 1.799 -1.826
H -5.500 1.089 0.729
H -4.395 -1.004 1.986
H -4.090 -2.287 -0.372
H -7.157 0.115 -3.295
H -6.641 -1.410 -5.513
H -3.924 -1.099 -5.855
C 0.804 -1.461 -0.080
C 1.999 -0.523 0.062
As 3.669 -1.579 0.116
C 3.167 -2.626 1.691
C 2.941 -2.037 2.934
C 2.486 -2.800 4.000
C 2.251 -4.160 3.834
C 2.474 -4.754 2.602
C 2.933 -3.988 1.535
C 4.811 -0.274 1.011
C 4.653 1.094 0.814
C 5.511 1.996 1.432
C 6.537 1.539 2.245
C 6.708 0.174 2.436
C 5.852 -0.726 1.820
P -0.806 -0.613 -0.031
C -2.060 -2.038 0.156
C -1.911 -2.693 1.482
C -1.294 -3.896 1.626
C -0.855 -4.636 0.508
C -1.138 -4.157 -0.792
C -1.736 -2.955 -0.985
C -0.786 0.263 1.570
C -1.416 1.496 1.705
C -1.404 2.162 2.922
C -0.751 1.609 4.014
C -0.105 0.385 3.886
C -0.124 -0.282 2.672
H 0.803 -2.221 0.705
H 0.844 -1.991 -1.034
H 1.938 0.087 0.966
H 2.062 0.142 -0.800
H 3.122 -0.977 3.071
H 2.319 -2.335 4.963
H 1.899 -4.755 4.667
H 2.298 -5.814 2.469
H 3.102 -4.454 0.571
H 3.861 1.477 0.178
H 5.373 3.056 1.272
H 7.202 2.242 2.728
H 7.508 -0.191 3.067
H 5.990 -1.789 1.981
H -2.268 -2.156 2.351
H -1.153 -4.303 2.620
H -0.363 -5.589 0.644
H -0.889 -4.770 -1.649
H -1.971 -2.597 -1.981
H -1.910 1.938 0.847
H -1.898 3.120 3.011
H -0.735 2.134 4.961
H 0.416 -0.049 4.730
H 0.391 -1.230 2.589
O 0.528 2.659 -0.839
B 0.130 1.675 -1.771
O 1.139 1.531 -2.740
C 2.143 2.394 -2.379
C 3.357 2.600 -2.993
C 4.200 3.544 -2.406
C 3.823 4.240 -1.263
C 2.590 4.014 -0.647
C 1.771 3.076 -1.233
H 3.637 2.054 -3.883
H 5.166 3.740 -2.853
H 4.498 4.972 -0.840
H 2.286 4.543 0.246

Values from the calculation:
- net charge = 0
- multiplicity = 3
- E_HOMO (alpha / beta) (eV) = -7.04 / -8.42
- ΔE to the lowest compared entry with this formula, charge and spin (eV) = 0.177

E_tot: -88330.4327; -130899.0150 (eV)